a | This record from OMol25 describes 3 unconnected molecules or ions with the total composition C5H11N2O2S. The level of theory is ωB97M-V with the def2-TZVPD basis set.

The total charge is +1. For the HOMO energy, the calculation gives -0.5742 hartree. The value obtained for the lowest unoccupied orbital energy is -0.2006 Eh. The calculation puts the gap between HOMO and LUMO at 10.2 eV.

```
21
Properties=species:S:1:pos:R:3:lowdin_charge:R:1
C -2.496 -1.059 0.497 -0.040
C -1.183 1.483 -0.108 0.020
C 0.947 0.160 -0.756 -0.016
C -0.854 -0.970 0.456 -0.152
C -0.358 0.260 -0.057 -0.184
N 3.074 3.360 -1.004 0.076
N 2.327 2.940 -0.329 0.024
O 1.750 -2.551 0.287 -0.454
O 3.550 -1.057 0.689 -0.424
S 3.171 -2.453 0.535 0.992
H -3.078 -0.730 -0.426 0.096
H -2.889 -0.327 1.215 0.065
H -2.736 -2.157 0.770 0.111
H -1.724 1.348 -1.109 0.177
H -1.830 1.638 0.692 0.081
H -0.507 2.323 -0.131 0.084
H 1.221 1.236 -0.986 0.050
H 0.772 -0.389 -1.713 0.152
H 1.713 -0.399 -0.174 0.053
H -0.276 -1.808 0.088 0.089
H -0.593 -0.848 1.564 0.201
```

***

b | This record from OMol25 describes a molecular structure, C5H11N2O2S. The level of theory is ωB97M-V with the def2-TZVPD basis set.

The total charge is +1. For the HOMO energy (alpha / beta), the calculation gives -0.4792 / -0.4791 hartree. The value obtained for the lowest unoccupied orbital energy (alpha / beta) is -0.1597 / -0.1597 Eh. The calculation puts the gap between HOMO and LUMO (alpha / beta) at 8.7 / 8.7 eV.

```
21
Properties=species:S:1:pos:R:3:lowdin_charge:R:1
C 1.534 -0.553 -0.003 -0.118
C -0.299 0.113 0.287 -0.374
C 1.971 -1.655 0.769 -0.029
C -1.417 -0.328 -1.784 -0.035
C -2.017 1.106 2.155 -0.345
N 2.094 0.122 -0.955 -0.272
N -1.311 0.284 -0.474 -0.045
O 1.396 1.254 -1.515 0.044
O 3.233 -0.046 -1.412 0.056
S -0.247 0.829 1.875 1.005
H 2.321 -2.432 0.115 0.108
H 2.873 -1.236 1.388 0.163
H 1.341 -1.952 1.495 0.046
H -1.305 -1.399 -1.950 0.104
H -2.337 0.028 -2.210 0.091
H -0.565 0.068 -2.461 0.121
H -2.121 0.941 3.200 0.032
H -2.438 0.165 1.732 0.059
H -2.504 2.039 1.866 0.070
H 2.001 1.873 -1.959 0.141
H -2.204 0.780 -0.157 0.178
```

***

It is b that is the least stable of them.

***

a | This record from OMol25 describes 2 unconnected molecules or ions with the total composition C4H13N2S2. The level of theory is ωB97M-V with the def2-TZVPD basis set.

The total charge is +1. For the HOMO energy, the calculation gives -0.4635 hartree. The value obtained for the lowest unoccupied orbital energy is -0.1776 Eh. The calculation puts the gap between HOMO and LUMO at 7.8 eV.

```
21
Properties=species:S:1:pos:R:3:lowdin_charge:R:1
C 1.565 1.715 -1.161 0.021
C -2.762 1.377 -0.040 -0.445
C 0.341 0.111 0.402 -0.553
C 1.358 0.356 -0.532 -0.289
N 0.188 1.189 1.345 0.077
N 2.047 -0.634 -1.105 0.203
S -2.785 -0.287 -0.781 0.706
S 0.701 -1.773 1.089 0.759
H 0.775 1.772 -2.035 0.157
H 2.456 1.762 -1.772 0.084
H 1.352 2.578 -0.479 0.112
H -3.438 1.940 -0.729 0.043
H -3.102 1.473 0.950 0.022
H -0.654 -0.101 -0.045 0.005
H -0.623 1.015 1.904 0.089
H 0.908 1.228 1.971 0.061
H 2.649 -0.370 -1.814 0.103
H -1.771 1.893 -0.295 0.045
H 2.098 -1.666 -0.905 0.123
H -2.726 0.072 -2.038 -0.143
H -0.577 -1.993 1.197 -0.179
```

***

b | This record from OMol25 describes 2 unconnected molecules or ions with the total composition C4H13N2S2. The level of theory is ωB97M-V with the def2-TZVPD basis set.

The total charge is +1. For the HOMO energy, the calculation gives -0.4223 hartree. The value obtained for the lowest unoccupied orbital energy is -0.1163 Eh. The calculation puts the gap between HOMO and LUMO at 8.3 eV.

```
21
Properties=species:S:1:pos:R:3:lowdin_charge:R:1
C -2.452 -1.586 -0.719 -0.012
N 0.895 -2.454 0.533 0.187
C -0.109 -1.996 -0.191 -0.222
N -1.364 -2.085 0.127 0.034
H -2.993 -2.416 -1.169 0.101
H -2.030 -0.954 -1.494 0.090
H -3.122 -0.986 -0.115 0.095
H 0.742 -2.729 1.493 0.137
H 1.805 -2.070 0.330 0.129
H 0.134 -1.558 -1.154 0.121
H -1.618 -2.510 1.010 0.170
C 2.216 1.608 -1.288 -0.458
S 0.464 1.248 -1.005 0.454
S 0.544 1.076 1.073 0.459
C -1.164 1.521 1.480 -0.458
H 2.453 2.623 -0.980 0.042
H 2.838 0.902 -0.751 0.022
H 2.370 1.496 -2.358 0.037
H -1.755 0.635 1.701 0.012
H -1.141 2.162 2.354 0.034
H -1.614 2.062 0.651 0.027
```

***

It is a that is the least stable of them.

***

a | This record from OMol25 describes a single C2H2INO2 molecule. The level of theory is ωB97M-V with the def2-TZVPD basis set.

The total charge is 0. For the HOMO energy, the calculation gives -0.3694 hartree. The SMILES is O=[N+]([O-])/C=C/I. The value obtained for the lowest unoccupied orbital energy is -0.0208 Eh. The calculation puts the gap between HOMO and LUMO at 9.5 eV.

```
8
Properties=species:S:1:pos:R:3:lowdin_charge:R:1
C 0.520 -0.386 -0.384 -0.069
C -0.163 0.680 0.160 -0.590
N -0.170 -1.771 -0.304 -0.409
O -1.359 -1.758 -0.075 0.060
O 0.511 -2.717 -0.552 0.093
I 0.339 2.734 0.398 0.787
H 1.374 -0.222 -0.957 0.079
H -1.014 0.374 0.819 0.049
```

***

b | This record from OMol25 describes 2 unconnected molecules or ions with the total composition C2H2INO2. The level of theory is ωB97M-V with the def2-TZVPD basis set.

The total charge is 0. For the HOMO energy (alpha / beta), the calculation gives -0.3533 / -0.2916 hartree. The value obtained for the lowest unoccupied orbital energy (alpha / beta) is -0.0152 / -0.0482 Eh. The calculation puts the gap between HOMO and LUMO (alpha / beta) at 9.2 / 6.6 eV.

```
8
Properties=species:S:1:pos:R:3:lowdin_charge:R:1
C -1.034 0.311 1.180 -0.158
C 0.212 0.456 0.936 -0.804
N 0.495 -0.356 -1.665 -0.238
O -0.356 -0.145 -2.507 0.070
O 1.648 -0.707 -1.622 -0.028
I 2.144 0.415 1.220 0.998
H -1.425 0.002 2.190 0.074
H -1.684 0.024 0.268 0.086
```

***

c | This record from OMol25 describes 2 unconnected molecules or ions with the total composition C2H2INO2. The level of theory is ωB97M-V with the def2-TZVPD basis set.

The total charge is 0. For the HOMO energy, the calculation gives -0.3697 hartree. The SMILES is C#C[N+](=O)[O-].I. The value obtained for the lowest unoccupied orbital energy is -0.0297 Eh. The calculation puts the gap between HOMO and LUMO at 9.3 eV.

```
8
Properties=species:S:1:pos:R:3:lowdin_charge:R:1
C 2.165 -0.508 -0.957 0.211
C 1.370 -0.093 -0.160 -0.030
N 0.521 0.612 0.674 -0.460
O 0.385 0.092 1.746 0.113
O 0.112 1.643 0.297 0.146
I -4.499 -0.466 -0.356 0.388
H -3.016 -0.422 0.226 -0.385
H 2.961 -0.858 -1.470 0.018
```

***

It is b that is the least stable of them.

***

a | This record from OMol25 describes a single C5H5N3 molecule. The level of theory is ωB97M-V with the def2-TZVPD basis set.

The total charge is 0. For the HOMO energy, the calculation gives -0.2980 hartree. The SMILES is C#Cc1cnn(N)c1. The value obtained for the lowest unoccupied orbital energy is 0.0292 Eh. The calculation puts the gap between HOMO and LUMO at 8.9 eV.

```
13
Properties=species:S:1:pos:R:3:lowdin_charge:R:1
C -0.217 -0.881 -0.278 -0.017
C 0.755 0.114 -0.227 -0.280
C 0.174 1.417 -0.071 -0.099
C 2.082 -0.184 -0.009 -0.151
C 3.249 -0.561 0.294 0.072
H -3.077 -0.010 0.969 0.174
H -3.316 -0.933 -0.611 0.117
H -0.390 -1.866 -0.205 0.108
H 0.768 2.251 -0.103 0.097
H 4.385 -0.569 0.032 0.060
N -2.584 -0.822 0.224 0.027
N -1.272 -0.188 -0.073 -0.211
N -1.089 1.252 0.087 0.103
```

***

b | This record from OMol25 describes a single C5H5N3 molecule. The level of theory is ωB97M-V with the def2-TZVPD basis set.

The total charge is 0. For the HOMO energy, the calculation gives -0.4014 hartree. The SMILES is N#CC1(C#N)CCN1. The value obtained for the lowest unoccupied orbital energy is 0.0235 Eh. The calculation puts the gap between HOMO and LUMO at 11.6 eV.

```
13
Properties=species:S:1:pos:R:3:lowdin_charge:R:1
C -1.539 0.623 0.109 -0.161
C -0.168 0.514 -0.319 -0.462
C 0.766 0.105 0.821 -0.049
C 0.491 -1.343 0.262 -0.187
C 0.106 1.773 -1.004 -0.136
H 0.530 0.380 1.799 0.095
H 1.805 0.439 0.665 0.128
H 1.242 -2.085 0.318 0.094
H -0.254 -1.768 0.908 0.107
H -0.737 -1.303 -1.336 0.122
N -2.681 0.699 0.374 0.193
N 0.115 -0.805 -1.047 0.070
N 0.322 2.770 -1.550 0.186
```

***

c | This record from OMol25 describes 2 unconnected molecules or ions with the total composition C5H5N3. The level of theory is ωB97M-V with the def2-TZVPD basis set.

The total charge is 0. For the HOMO energy, the calculation gives -0.3198 hartree. The SMILES is N#CC#N.CC#CN. The value obtained for the lowest unoccupied orbital energy is 0.0170 Eh. The calculation puts the gap between HOMO and LUMO at 9.2 eV.

```
13
Properties=species:S:1:pos:R:3:lowdin_charge:R:1
C 0.055 -1.309 -1.535 -0.086
C 0.027 -0.472 0.927 -0.155
C -0.078 -0.526 -0.304 -0.160
N 0.072 -0.264 2.226 0.114
C 0.200 2.104 0.315 -0.193
C -0.550 1.458 -0.820 -0.302
N 0.827 2.676 1.094 0.155
N -1.229 1.613 -1.755 0.158
H -0.556 -0.808 2.805 0.116
H 0.969 0.000 2.616 0.114
H 0.979 -1.034 -2.044 0.088
H -0.773 -1.061 -2.201 0.072
H 0.058 -2.379 -1.326 0.080
```

***

d | This record from OMol25 describes a single C5H5N3 molecule. The level of theory is ωB97M-V with the def2-TZVPD basis set.

The total charge is 0. For the HOMO energy, the calculation gives -0.3126 hartree. The SMILES is [H]/N=c1/ccccnn1. The value obtained for the lowest unoccupied orbital energy is -0.0167 Eh. The calculation puts the gap between HOMO and LUMO at 8.1 eV.

```
13
Properties=species:S:1:pos:R:3:lowdin_charge:R:1
C 0.973 0.158 -1.165 -0.400
C 0.836 -1.057 -0.307 -0.026
C -0.218 -1.290 0.663 -0.080
C -1.368 -0.448 0.927 -0.164
C -1.403 0.872 0.894 -0.060
H 1.939 1.159 -2.806 0.113
H 1.837 -1.542 -0.006 0.122
H -0.119 -2.144 1.413 0.118
H -2.374 -0.744 1.472 0.141
H -2.162 1.489 1.341 0.072
N 1.754 0.225 -2.222 0.105
N -0.317 1.917 0.221 0.058
N 0.624 1.408 -0.425 0.001
```

***

It is a that is the least stable of them.

***

a | This record from OMol25 describes a molecular structure, C5H5N3. The level of theory is ωB97M-V with the def2-TZVPD basis set.

The total charge is 0. For the HOMO energy, the calculation gives -0.3724 hartree. The value obtained for the lowest unoccupied orbital energy is -0.0558 Eh. The calculation puts the gap between HOMO and LUMO at 8.6 eV.

```
13
Properties=species:S:1:pos:R:3:lowdin_charge:R:1
C 2.204 0.044 -0.499 0.063
C 1.272 -0.490 0.468 -0.071
C -0.188 -0.391 0.211 -0.290
C -2.244 -0.827 -0.140 -0.201
C -1.013 0.772 0.112 -0.438
H 1.911 0.925 -0.940 0.011
H 3.278 -0.246 -0.313 0.075
H 1.545 -1.333 1.252 0.138
H -3.027 -1.379 -0.627 0.113
H 0.363 1.903 0.231 0.110
N -0.974 -1.457 0.129 0.160
N -2.333 0.406 -0.141 0.118
N -0.794 2.071 0.257 0.212
```

***

b | This record from OMol25 describes a single C5H5N3 molecule. The level of theory is ωB97M-V with the def2-TZVPD basis set.

The total charge is 0. For the HOMO energy, the calculation gives -0.3403 hartree. The SMILES is [H]/N=c1/ccccnn1. The value obtained for the lowest unoccupied orbital energy is -0.0235 Eh. The calculation puts the gap between HOMO and LUMO at 8.6 eV.

```
13
Properties=species:S:1:pos:R:3:lowdin_charge:R:1
C 1.151 0.211 0.028 -0.424
C 0.425 1.365 -0.385 -0.019
C -0.997 1.431 -0.173 -0.067
C -1.748 0.350 0.374 -0.103
C -1.350 -1.013 0.457 -0.091
H 2.321 -0.842 0.959 0.007
H 0.968 2.247 -0.807 0.124
H -1.480 2.379 -0.217 0.086
H -2.772 0.391 0.739 0.093
H -1.660 -1.873 1.148 0.120
N 2.119 0.101 0.912 0.176
N -0.301 -1.558 -0.450 0.005
N 0.716 -0.881 -0.980 0.093
```

***

c | This record from OMol25 describes a single C5H5N3 molecule. The level of theory is ωB97M-V with the def2-TZVPD basis set.

The total charge is 0. For the HOMO energy, the calculation gives -0.3722 hartree. The SMILES is CC1(C#N)C=NN=C1. The value obtained for the lowest unoccupied orbital energy is -0.0052 Eh. The calculation puts the gap between HOMO and LUMO at 10.0 eV.

```
13
Properties=species:S:1:pos:R:3:lowdin_charge:R:1
C -0.679 -1.152 0.682 -0.083
C 0.017 -0.002 0.294 -0.521
C -0.572 0.632 -1.043 -0.165
C 1.469 -0.090 -0.327 -0.059
C -0.045 1.282 1.011 -0.206
H 0.077 -1.722 1.503 0.159
H -1.651 -0.571 1.160 0.149
H -1.180 -1.897 -0.114 0.139
H -1.682 0.719 -1.349 0.168
H 2.505 -0.323 0.261 0.171
N 0.201 0.540 -1.937 0.011
N 1.495 0.239 -1.581 0.058
N 0.047 2.346 1.440 0.181
```

***

It is c that is the least stable of them.